1.
Molecular formula: C9H17NO12S3Ti
Method: DFT, ωB97M-V/def2-TZVPD

XYZ file:
```
43
C9H17NO12S3Ti | the OMol25 dataset | ωB97M-V/def2-TZVPD
Ti -0.73757 -1.88222 0.21508
S -2.02609 -4.15757 -0.97179
O -2.64946 -2.90173 -0.69805
O -0.60876 -4.06410 -0.71624
O -2.50239 -5.06689 0.02899
O -2.41804 -4.54457 -2.30957
S -0.80554 -2.97897 2.98164
O -0.00031 -4.19900 3.06554
O -2.12832 -3.21580 2.34840
O -0.95078 -2.67150 4.38291
O -0.05180 -1.97935 2.26494
C -0.48285 1.31853 1.94399
C 0.96870 1.22370 1.58361
O 1.57674 2.22868 2.41163
C 0.69622 2.60263 3.29906
O 0.93030 3.34556 4.27683
O -0.46406 1.94514 3.15069
H -0.98895 0.35431 1.99139
H -0.94726 1.86868 1.12560
H 1.04987 1.50701 0.53420
H 1.29900 0.18618 1.63428
C 2.87562 1.72162 -2.33585
C 4.02239 1.03363 -1.62965
C 3.92182 -0.47640 -1.72798
C 2.64459 -1.02724 -1.15871
N 1.59338 -1.41194 -0.76719
H 2.81472 1.31943 -3.34711
H 2.92924 2.80981 -2.36853
H 1.87752 1.49229 -1.96262
H 3.94230 1.29941 -0.57559
H 4.95449 1.40221 -2.05795
H 4.71580 -1.06930 -1.27391
H 3.90643 -0.74196 -2.78502
C -1.89921 2.39445 -1.59447
S -2.51849 0.62683 -1.40736
O -1.53647 0.08018 -0.40247
C -4.20198 0.82395 -0.66434
H -2.25414 2.96335 -0.73511
H -2.34627 2.85619 -2.47483
H -0.81163 2.36858 -1.66234
H -4.47207 -0.12983 -0.21107
H -4.84342 1.14139 -1.48646
H -4.07314 1.60449 0.08550
```

Output
HOMO-LUMO gap (spin up / spin down) in Ha: 0.0784 / 0.1491
Highest occupied orbital energy (spin up / spin down) in eV: 1.675 / -2.065
DFT total energy in eV: -91287.110
Spin multiplicity: 5
LUMO level (spin up / spin down) in eV: 3.81 / 1.99
Expectation value of S²: 6.01
Charge: -2

2.
Molecular formula: C9H17NO2
Method: DFT, ωB97M-V/def2-TZVPD

XYZ file:
```
29
C9H17NO2 | the OMol25 dataset | ωB97M-V/def2-TZVPD
C 2.45696 -1.32775 1.40866
C 1.59034 -1.13691 0.42307
C 1.92193 -0.19348 -0.69355
C 5.22847 0.78693 -0.38105
C -2.61821 1.92907 0.88834
C -3.34139 1.10372 -0.15762
C -2.43438 0.34985 -1.07969
C -1.63047 -0.65701 -0.28727
C -2.19444 -1.90246 0.12172
H 3.40017 -0.79035 1.41179
H 2.23417 -2.01559 2.20525
H 0.70930 -1.76891 0.32269
H 1.01726 0.38807 -1.01281
H 2.32082 -0.70135 -1.58655
H 6.14289 0.55980 -0.94770
H 5.23375 1.63288 0.32111
H -3.29467 2.46652 1.55199
H -1.94731 2.65214 0.38778
H -2.05780 1.29725 1.55384
H -3.96974 0.37477 0.34833
H -3.99188 1.73084 -0.78800
H -1.69858 0.99797 -1.57770
H -3.04856 -0.19206 -1.83310
H -0.79255 -0.19144 0.25521
H -1.75748 -2.36773 1.01670
H -3.27832 -1.98663 0.07153
N 4.16553 0.16928 -0.70952
O 2.97721 0.70116 -0.21220
O -1.34302 -1.90857 -1.02125
```

Output
HOMO-LUMO gap in Ha: 0.3820
Highest occupied orbital energy in eV: -9.467
DFT total energy in eV: -15189.157
Energy above the lowest of the compared OMol25 structures with the same formula, charge and spin in kcal/mol: 116.1
LUMO level in eV: 0.93
Charge: 0

3.
Molecular formula: C9H17NO3S
Method: DFT, ωB97M-V/def2-TZVPD

XYZ file:
```
31
C9H17NO3S | the OMol25 dataset | ωB97M-V/def2-TZVPD
O 0.05992 -0.46403 3.29010
O 1.97927 2.57564 -1.99000
O 2.01861 3.59758 0.03336
S 2.43651 -0.53300 1.92433
C 1.12693 -1.03599 3.09318
C 2.37635 2.70776 -0.74647
C 1.05682 -2.52859 3.42142
C 2.87239 1.46438 0.06874
C 1.76876 0.77961 0.96582
C -1.72364 0.09280 0.07499
C -0.77073 2.35816 0.35623
C -0.43033 1.02933 -1.77838
C 0.65118 0.16268 0.12770
N -0.60386 0.95763 -0.27226
H 0.84840 -2.58351 4.56265
H 1.96058 -2.99242 3.29877
H 0.30503 -3.04273 2.80658
H 3.71665 1.70584 0.75124
H 3.35994 0.75131 -0.66889
H 1.41242 1.55686 1.65209
H -1.78051 -0.82567 -0.61010
H -1.67634 -0.27858 1.10702
H -2.64956 0.66236 -0.08934
H -1.78512 2.57951 0.72388
H -0.54437 3.17536 -0.34920
H -0.04576 2.47162 1.09957
H -1.02033 0.33415 -2.31646
H 0.60971 0.68995 -2.06525
H -0.51700 1.99703 -2.11156
H 1.11454 -0.33206 -0.77956
H 0.27804 -0.62848 0.82428
```

Output
HOMO-LUMO gap in Ha: 0.2922
Highest occupied orbital energy in eV: -7.967
DFT total energy in eV: -28073.056
Energy above the lowest of the compared OMol25 structures with the same formula, charge and spin in kcal/mol: 53.3
LUMO level in eV: -0.01
Charge: 0

4.
Molecular formula: C9H17NOPPb
Method: DFT, ωB97M-V/def2-TZVPD

XYZ file:
```
30
C9H17NOPPb | the OMol25 dataset | ωB97M-V/def2-TZVPD
C -0.70510 0.45038 -2.73750
C 0.10296 0.45791 -3.96797
C 0.59443 -0.91967 -4.19598
C -0.23662 -1.83828 -3.38313
C -1.00204 -0.96632 -2.43946
Pb 1.44321 -0.55133 -2.01553
P 0.65086 3.32026 -0.75420
H -1.37194 1.28502 -2.11521
H 0.43854 1.22484 -4.75300
H 1.25450 -1.28837 -5.13369
H -1.79557 -1.08711 -1.69064
H -0.23403 -2.89148 -3.62217
H -0.57699 3.17743 -0.00136
H 0.40977 4.62465 -1.28236
H 1.47108 3.77607 0.34742
C -0.18357 -0.97098 3.94603
N -0.47999 -0.56621 2.55765
C -1.89385 -0.41033 2.16426
C 0.47543 -0.39425 1.62856
C 1.91825 -0.47806 1.94400
O 0.07223 -0.11821 0.37969
H -1.16429 -1.07776 4.44978
H 0.42074 -0.19932 4.45704
H 0.35149 -1.93839 3.95891
H -2.11892 0.63480 1.80807
H -2.18304 -1.13733 1.35475
H -2.50513 -0.62065 3.07411
H 2.37287 -1.31281 1.37550
H 2.41552 0.45291 1.61333
H 2.05921 -0.63743 3.03313
```

Output
HOMO-LUMO gap in Ha: 0.3368
Highest occupied orbital energy in eV: -12.340
DFT total energy in eV: -27674.006
LUMO level in eV: -3.18
Charge: +1

Number 1: largest force on an atom 6.83 eV/A. Number 2: largest force on an atom 1.70 eV/A. Number 3: largest force on an atom 3.78 eV/A. Number 4: largest force on an atom 5.00 eV/A.